1.
Computed, not measured: a molecular structure, C8H12F6IrO2S4, with ωB97M-V with the def2-TZVPD basis set.

```
33
Properties=species:S:1:pos:R:3:forces:R:3
Ir -0.702349 0.532631 1.543149 -0.2006 0.4252 0.0477
S -0.888345 0.255077 3.829378 0.0383 0.3091 0.2900
S -0.432000 2.152693 4.560963 -0.3241 -0.2403 -0.4091
S -1.850228 3.260001 3.541785 0.2267 -0.1955 0.1561
S -1.426154 2.587788 1.580745 0.1941 -0.2793 -0.0050
C 1.757078 -1.703797 -0.290658 -0.0204 -0.0140 -0.0113
C 1.907473 -0.817883 0.940319 -0.0533 -0.0153 0.0567
C 2.912684 -1.430301 1.914986 0.0183 0.0109 -0.0076
C 2.350986 0.584898 0.538823 0.0570 0.0214 -0.0407
O 0.673831 -0.771618 1.651581 0.0796 0.0811 -0.0847
H 2.712222 -1.790150 -0.815501 0.0024 -0.0063 0.0023
H 1.018300 -1.271518 -0.960026 -0.0226 0.0088 -0.0117
H 1.425727 -2.702223 -0.000040 -0.0102 -0.0012 0.0070
H 3.885903 -1.574689 1.438503 -0.0037 0.0084 -0.0065
H 2.543491 -2.395506 2.264460 0.0062 -0.0072 -0.0046
H 3.035301 -0.778311 2.780935 -0.0165 -0.0037 0.0043
H 3.351185 0.540610 0.098256 -0.0025 0.0141 -0.0047
H 2.384094 1.231803 1.417144 -0.0019 -0.0046 0.0104
H 1.658482 1.012017 -0.186310 0.0037 -0.0091 0.0080
C -0.851381 0.188343 -2.863921 0.0236 0.0084 0.0042
C -1.556820 0.312291 -1.505297 -0.0298 0.1121 0.0169
O -0.631726 0.631220 -0.559117 0.0739 -0.1872 0.0391
C -2.619365 1.441129 -1.639378 -0.0526 -0.0020 -0.0105
F -3.379065 1.321397 -2.757508 0.0125 0.0073 0.0350
F -2.008333 2.631119 -1.726633 0.0002 -0.0001 -0.0134
F -3.470284 1.499713 -0.606873 -0.0013 -0.0112 -0.0533
C -2.284376 -1.026550 -1.221983 -0.0383 -0.0259 -0.0152
F -1.411807 -2.049097 -1.240451 0.0672 -0.0024 0.0136
F -2.904691 -1.067368 -0.039037 -0.0095 -0.0035 -0.0153
F -3.219212 -1.307017 -2.162033 0.0044 0.0056 0.0084
H -0.364435 1.140578 -3.067311 -0.0068 -0.0006 -0.0135
H -1.531492 -0.058628 -3.677498 -0.0099 -0.0062 0.0089
H -0.084695 -0.578650 -2.781449 -0.0039 0.0030 -0.0015
```
Positions in Å, forces in eV/Å.

The total charge is -1. As for the molar mass: 574.66 g mol⁻¹. The value obtained for the gap between HOMO and LUMO (spin up / spin down) is 6.45 / 6.32 eV. The calculation puts the HOMO energy (spin up / spin down) at -4.4 / -4.4 eV.

***

2.
Computed, not measured: a molecular structure, C12H5F6I2N2O7PdS2 in a non-equilibrium geometry, with ωB97M-V with the def2-TZVPD basis set.

```
37
Properties=species:S:1:pos:R:3:forces:R:3
Pd -0.631505 -0.771512 -0.171084 -1.3862 -0.8789 -0.2364
I -3.504034 2.674656 2.617288 -0.0405 0.0109 -0.0272
C -1.657180 1.784164 2.924982 0.0904 -0.0854 0.0044
C -0.949598 2.023387 4.114073 0.0061 0.0502 0.0650
C 0.276208 1.462456 4.371345 -0.0798 -0.0376 -0.1248
I 1.236419 1.898393 6.168681 0.0285 0.0198 0.0726
C 0.874007 0.602718 3.415208 -0.0344 0.0777 0.0548
C 2.123398 -0.050032 3.519424 -0.0182 0.0133 -0.0165
C 2.574320 -0.842413 2.500474 0.0393 -0.0011 -0.0253
C 1.788848 -1.019309 1.350132 -0.0687 0.2081 0.0744
N 0.625324 -0.418708 1.245183 0.7675 -0.5313 0.4680
C 0.145488 0.378347 2.238155 -0.1581 0.0431 -0.3084
C -1.142051 0.946580 1.942034 0.0561 -0.0851 -0.2061
O -1.709454 0.647460 0.816998 0.2914 0.4387 0.1666
H -1.395932 2.681397 4.847966 0.0034 -0.0046 0.0039
H 2.717003 0.087509 4.413659 0.0070 -0.0008 -0.0048
H 3.527817 -1.347199 2.564375 0.0049 0.0167 0.0133
H 2.088240 -1.632992 0.510561 -0.0106 -0.0326 0.0174
F -2.060789 -1.674336 -4.710292 0.0274 -0.0591 -0.0030
C -2.469289 -0.494091 -4.264659 -0.2284 -0.1293 0.2460
F -2.194995 0.433230 -5.176197 0.0276 0.0318 -0.0631
F -3.793220 -0.541924 -4.091954 -0.0616 0.0221 -0.0007
S -1.672331 -0.027404 -2.669399 0.5850 -0.0263 -0.2462
O -2.079653 1.311080 -2.391738 -0.2624 -0.0719 -0.0194
O -2.072609 -1.080412 -1.711526 -0.0287 0.5421 -0.1928
N -0.198187 -0.245634 -3.145232 0.0979 -0.0358 -0.0114
S 1.071483 0.353299 -2.423174 0.1494 0.0393 -0.3136
O 0.779406 1.384220 -1.473436 0.1011 0.3388 0.0855
O 2.032153 -0.651731 -2.077226 -0.0200 -0.0338 -0.0566
C 1.846418 1.220158 -3.853139 -0.0256 0.0031 0.0665
F 2.969111 1.822032 -3.445455 0.0359 0.0225 0.0017
F 2.162959 0.365619 -4.827442 -0.0073 -0.0273 -0.0360
F 1.032469 2.148675 -4.354463 -0.0249 0.0203 -0.0112
O -0.028051 -2.772335 -0.662843 -0.0437 0.5470 0.6351
C -0.601468 -3.372382 0.327198 0.0865 0.4186 0.0282
O -1.184423 -2.809121 1.256559 0.0810 -0.8421 -0.0063
H -0.526302 -4.473847 0.304965 0.0126 0.0191 -0.0935
```
Positions in Å, forces in eV/Å.

The total charge is -1. As for the molar mass: 827.53 g mol⁻¹. The value obtained for the gap between HOMO and LUMO is 7.28 eV. The calculation puts the HOMO energy at -5.4 eV. For the energy above the lowest of the compared OMol25 structures with the same formula, charge and spin, the calculation gives 0.0000 eV.

***

3.
Computed, not measured: 2 unconnected molecules or ions with the total composition C3H5O3S2 in a non-equilibrium geometry, with ωB97M-V with the def2-TZVPD basis set.

```
13
Properties=species:S:1:pos:R:3:forces:R:3
C -2.197305 0.947318 -0.398283 -0.2350 -1.0994 -2.3426
C -0.230950 -1.474681 -0.251059 2.7706 -0.0613 -1.7945
C 0.035995 -0.160900 0.451178 -0.1371 -0.5452 0.5386
O -2.485069 1.428839 0.596524 -0.2335 1.0909 1.9183
O -2.139757 0.457316 -1.456261 0.0288 0.3342 0.1458
O -0.380725 -0.183021 1.801180 0.0221 -0.2677 -0.2902
S 3.497796 1.244315 -0.038583 0.1535 -0.1041 1.4065
S 0.919380 0.967782 -0.265052 -0.3756 1.2718 0.0934
H 0.114600 -2.347688 0.343376 -0.2905 0.4095 -0.3668
H 0.401542 -1.418031 -1.303422 -1.5967 -0.3425 2.8366
H -1.247743 -1.569435 -0.548336 -0.9309 -0.3372 0.0414
H -0.404365 0.691629 2.238143 0.3645 -0.3854 -0.9725
H 4.116602 1.416557 -1.169410 0.4599 0.0366 -1.2141
```
Positions in Å, forces in eV/Å.

The total charge is -1. As for the molar mass: 153.20 g mol⁻¹. The value obtained for the gap between HOMO and LUMO (spin up / spin down) is 5.96 / 5.96 eV. The calculation puts the HOMO energy (spin up / spin down) at -2.8 / -2.8 eV. For the energy above the lowest of the compared OMol25 structures with the same formula, charge and spin, the calculation gives 1.3157 eV.